# C3H5N5

One molecule with the formula C3H5N5 in a non-equilibrium geometry (wB97M-V/def2-TZVPD, the Open Molecules 2025 dataset).

Last column: Löwdin charge in e.
Positions of all 13 atoms, in Å:
N 2.036 -0.871 -0.293  -0.0091
N 2.301 0.467 0.066  -0.0209
C 1.199 1.236 0.128  -0.1595
C -0.111 0.690 -0.025  -0.3418
N -0.253 -0.686 0.270  0.0410
C -1.563 -0.975 0.279  -0.1126
N -2.193 0.167 -0.206  -0.0338
N -1.306 1.272 -0.134  0.0816
H 1.007 -1.155 -0.087  0.0009
H 2.852 -1.386 -0.238  0.0361
H 1.518 2.345 0.521  0.1463
H -2.333 -1.829 -0.031  0.1687
H -3.155 0.724 -0.249  0.2030

- Energy relative to the best compared isomer or geometry (same formula, charge and spin): 104.7 kcal/mol
- SMILES string: N/N=C\c1nc[nH]n1
- Net charge: 0